17 unconnected molecules or ions with the total composition C37H59ClN17S. Source: OMol25; level of theory: ωB97M-V/def2-TZVPD.

The value obtained for the total energy is -3234.08013 hartree. As for the net charge: +1. The calculation puts the highest occupied orbital energy at -12.4 eV. The value obtained for the orbital gap is 9.65 eV. As for the lowest unoccupied orbital energy: -2.71 eV.

Geometry (Å):
N -3.41 6.17 5.68
C -2.66 5.48 6.44
C -1.50 4.74 5.81
S -2.07 4.13 4.20
C -1.08 4.93 2.92
C -1.96 5.36 1.75
C -2.84 4.30 1.12
Cl -2.03 3.46 -0.23
H -4.14 6.63 6.21
H -2.81 5.40 7.52
H -1.24 3.89 6.43
H -0.64 5.40 5.66
H -1.72 2.83 4.25
H -0.24 4.31 2.63
H -0.68 5.82 3.38
H -1.31 5.82 1.00
H -2.61 6.15 2.11
H -3.74 4.74 0.72
H -3.15 3.52 1.81
C 0.45 1.36 -1.44
C 0.57 -0.04 -1.82
N 0.66 -1.14 -2.11
H 0.58 2.00 -2.31
H -0.52 1.57 -1.00
H 1.22 1.64 -0.72
C -1.16 -2.62 0.53
C -1.44 -1.40 1.29
N -1.69 -0.48 1.92
H -1.31 -2.46 -0.53
H -0.13 -2.93 0.66
H -1.81 -3.42 0.85
C 1.99 -2.88 -4.57
C 2.15 -3.74 -5.73
N 2.29 -4.43 -6.65
H 1.38 -3.36 -3.80
H 2.95 -2.65 -4.14
H 1.49 -1.95 -4.85
C -2.12 -4.02 -3.84
C -1.20 -4.25 -2.74
N -0.47 -4.43 -1.88
H -1.83 -3.15 -4.42
H -2.15 -4.87 -4.51
H -3.14 -3.85 -3.48
C 0.17 5.19 10.41
C -1.20 5.28 9.94
N -2.30 5.36 9.60
H 0.39 6.02 11.09
H 0.33 4.26 10.95
H 0.87 5.23 9.58
C 0.88 -0.09 4.49
C 1.43 1.22 4.80
N 1.86 2.26 5.01
H 0.01 0.00 3.84
H 1.61 -0.71 3.96
H 0.59 -0.62 5.39
C -3.19 -7.02 -7.46
C -3.57 -5.78 -6.80
N -3.86 -4.80 -6.29
H -3.30 -6.93 -8.54
H -2.15 -7.25 -7.24
H -3.81 -7.84 -7.12
C 5.65 -5.99 -5.40
C 5.26 -4.85 -4.59
N 4.95 -3.95 -3.95
H 5.47 -5.79 -6.45
H 6.71 -6.20 -5.27
H 5.08 -6.88 -5.11
C -5.37 2.73 5.88
C -5.34 1.37 6.39
N -5.28 0.30 6.80
H -5.78 2.76 4.87
H -5.99 3.37 6.50
H -4.37 3.15 5.85
C 2.14 -8.44 -7.18
C 3.09 -8.59 -6.10
N 3.84 -8.70 -5.23
H 2.35 -7.54 -7.75
H 2.20 -9.29 -7.86
H 1.13 -8.38 -6.79
C -0.63 -8.83 -3.09
C -0.67 -8.56 -4.51
N -0.70 -8.36 -5.64
H -0.60 -9.90 -2.90
H 0.26 -8.38 -2.65
H -1.50 -8.41 -2.59
C 0.62 8.84 -0.44
C 0.09 8.57 0.89
N -0.32 8.35 1.93
H 1.39 9.62 -0.39
H 1.07 7.95 -0.87
H -0.17 9.18 -1.10
C 2.16 -1.51 8.52
C 2.23 -2.34 7.33
N 2.30 -2.99 6.39
H 1.53 -1.98 9.27
H 3.15 -1.36 8.95
H 1.74 -0.53 8.29
C 1.11 10.65 4.05
C 1.97 11.82 4.17
N 2.66 12.73 4.26
H 0.82 10.48 3.02
H 1.62 9.76 4.41
H 0.20 10.78 4.64
C -0.39 -3.27 -9.89
C -0.61 -4.57 -9.28
N -0.76 -5.60 -8.79
H -0.61 -3.30 -10.95
H -1.04 -2.52 -9.43
H 0.64 -2.96 -9.75
C 4.30 -0.03 -3.27
C 3.91 1.17 -2.54
N 3.58 2.10 -1.96
H 4.13 0.09 -4.34
H 5.36 -0.24 -3.11
H 3.73 -0.89 -2.92